The following is a quantum chemistry calculation of a 2-piece molecular cluster, C3H10NO2 overall, from OMol25.

**Kohn-Sham gap**: 0.2916 Eh
**LUMO level**: 4.38 eV
**Energy above the lowest of the compared OMol25 structures with the same formula, charge and spin**: 0.5814 eV
**Total charge**: -1
**DFT total energy**: -8858.2125 eV
**E_HOMO**: -0.1305 Ha
**Molar mass**: 92.12 g mol⁻¹

Geometry as XYZ:
```
16
C3H10NO2, DFT wB97M-V/def2-TZVPD
N 2.53802 -0.18422 -1.93335
C 1.80373 0.47101 -0.82007
O 0.42448 0.40571 -0.83114
H 2.20628 -1.12963 -2.07728
H 2.31272 0.26308 -2.82205
H 2.27395 -0.01892 0.10152
H 2.18995 1.48765 -0.89228
C -1.49448 0.15933 1.71342
O -0.08340 0.13734 1.66463
C -2.06147 -0.56913 0.47415
H -1.85615 -0.37832 2.61303
H -1.83965 1.20559 1.75212
H 0.19596 0.34989 0.62608
H -1.62032 -1.60605 0.38029
H -3.20346 -0.56641 0.50983
H -1.78617 -0.02692 -0.45890
```


The following is a quantum chemistry calculation of C3H10NO2P in the gas phase, from OMol25.

**Kohn-Sham gap**: 0.3952 Eh
**LUMO level**: 0.85 eV
**Energy above the lowest of the compared OMol25 structures with the same formula, charge and spin**: 1.9462 eV
**Structure (SMILES)**: CN[P@](C)(=O)OC
**Total charge**: 0
**DFT total energy**: -18147.9476 eV
**E_HOMO**: -0.3638 Ha
**Molar mass**: 123.09 g mol⁻¹

Geometry as XYZ:
```
17
C3H10NO2P, DFT wB97M-V/def2-TZVPD
C -0.23763 2.05815 0.83127
N 0.13608 1.15456 -0.31867
P -0.74271 -0.31699 -0.20006
C -0.58753 -1.15425 -1.81329
O -2.12984 -0.12767 0.19645
O 0.03004 -1.27409 0.88041
C 1.40527 -1.18426 0.99235
H 0.10727 1.56261 1.72727
H -0.00980 3.14674 0.75440
H -1.32229 2.20718 1.12789
H -0.20954 1.60227 -1.16455
H -0.30160 -2.18338 -1.54855
H -1.56301 -1.23440 -2.19737
H -0.02538 -0.63315 -2.51207
H 1.97769 -2.13056 0.83469
H 1.57687 -1.04020 2.02269
H 1.89610 -0.45255 0.38713
```


The following is a quantum chemistry calculation of C3H10NO2P in the gas phase, from OMol25.

**Kohn-Sham gap**: 0.3841 Eh
**LUMO level**: 0.66 eV
**Energy above the lowest of the compared OMol25 structures with the same formula, charge and spin**: 1.8086 eV
**Structure (SMILES)**: CN[P@](C)(=O)OC
**Total charge**: 0
**DFT total energy**: -18148.0852 eV
**E_HOMO**: -0.3600 Ha
**Molar mass**: 123.09 g mol⁻¹

Geometry as XYZ:
```
17
C3H10NO2P, DFT wB97M-V/def2-TZVPD
C 1.46250 0.53570 1.76574
N 0.30822 0.20888 0.93756
P 0.29330 0.92767 -0.58308
C 1.33250 -0.15322 -1.69939
O 0.62442 2.37777 -0.59228
O -1.17819 0.59204 -1.09203
C -2.12781 -0.03886 -0.21759
H 1.70497 1.61154 1.39826
H 1.19124 0.48992 2.89225
H 2.33799 -0.07800 1.57627
H -0.02874 -0.78111 0.95358
H 0.92122 -1.11162 -1.38610
H 1.14129 0.29755 -2.64451
H 2.32974 -0.05471 -1.30410
H -1.87041 -0.98050 0.20691
H -3.10770 -0.16759 -0.71432
H -2.18355 0.57654 0.71838
```


The following is a quantum chemistry calculation of a 2-piece molecular cluster, C3H10NO2S overall, from OMol25.

**Kohn-Sham gap**: 0.2164 Eh
**LUMO level**: 3.14 eV
**Energy above the lowest of the compared OMol25 structures with the same formula, charge and spin**: 1.7067 eV
**Total charge**: -1
**DFT total energy**: -19692.3706 eV
**E_HOMO**: -0.1011 Ha
**Molar mass**: 124.18 g mol⁻¹

Geometry as XYZ:
```
17
C3H10NO2S, DFT wB97M-V/def2-TZVPD
C 0.02263 0.02804 1.29679
O 0.76582 -1.15625 1.37157
C -0.25940 0.47643 -0.18370
C -1.68447 0.93368 -0.28202
S -1.93028 2.15688 -1.66154
N 0.17535 -0.37706 -1.25084
H -0.76742 -0.09384 2.01549
H 0.76076 0.75801 1.64313
H 0.39902 1.40660 -0.40938
H -1.95456 1.43792 0.69401
H -2.37021 0.09863 -0.39265
H -1.90860 1.58925 -2.84956
H -0.20695 -1.30774 -1.38507
H 1.12547 -0.71024 -1.03097
H 2.27221 -2.39673 1.08735
H 2.57250 -1.01354 0.53563
O 2.98813 -1.83003 0.80175
```


The following is a quantum chemistry calculation of a 2-piece molecular cluster, C3H10NO2S overall, from OMol25.

**Kohn-Sham gap**: 0.3845 Eh
**LUMO level**: -3.82 eV
**Energy above the lowest of the compared OMol25 structures with the same formula, charge and spin**: 2.7703 eV
**Total charge**: +1
**DFT total energy**: -19684.1414 eV
**E_HOMO**: -0.5249 Ha
**Molar mass**: 124.18 g mol⁻¹

Geometry as XYZ:
```
17
C3H10NO2S, DFT wB97M-V/def2-TZVPD
C 0.26315 0.97585 -0.84780
C 1.63006 0.69150 1.14382
C 0.89686 -1.20486 -0.14459
N 1.03079 0.18872 -0.10367
O -2.23104 -1.06293 0.30328
O -1.43601 1.10735 0.03101
S -2.74735 0.39733 -0.12784
H -3.02683 -1.63837 0.30148
H 0.56576 1.95464 -0.89610
H -0.12071 0.63462 -1.78967
H 2.60391 0.38928 1.39866
H 1.74791 1.81271 1.10009
H 1.03108 0.40056 1.95853
H 1.86457 -1.79078 -0.32913
H 0.26463 -1.59375 0.62594
H 0.35060 -1.47831 -1.10742
H -2.68739 0.21642 -1.51661
```


The following is a quantum chemistry calculation of a 2-piece molecular cluster, C3H10NO2S2 overall, from OMol25.

**Kohn-Sham gap**: 0.3342 Eh
**LUMO level**: -3.83 eV
**Energy above the lowest of the compared OMol25 structures with the same formula, charge and spin**: 0.4641 eV
**Total charge**: +1
**DFT total energy**: -30521.8737 eV
**E_HOMO**: -0.4748 Ha
**Molar mass**: 156.25 g mol⁻¹

Geometry as XYZ:
```
18
C3H10NO2S2, DFT wB97M-V/def2-TZVPD
N -0.06118 -0.68503 -1.35928
C 0.58236 0.43806 -0.59422
C 2.08151 0.42405 -0.99671
O 2.35749 0.17019 -2.13334
C 0.35891 0.21421 0.90319
S -0.97014 1.17447 1.68846
S 0.03760 2.76790 2.51040
H 0.40774 -1.55256 -1.10276
H -1.03645 -0.80937 -1.05337
H -0.05252 -0.52832 -2.36645
H 0.11619 1.34852 -0.94187
H 2.76404 0.63679 -0.15700
H 0.22844 -0.84982 1.11351
H 1.26180 0.49755 1.44005
H 0.44204 2.22235 3.66575
H -3.23239 -1.33110 -0.65154
H -2.83392 -2.29633 0.40133
O -2.45153 -1.84158 -0.36615
```